C29H34BN11O4RuS2 as an isolated structure. Source: the OMol25 dataset; level of theory: ωB97M-V/def2-TZVPD.

Output
- Charge: +2
- Calculated total energy: -2944.37968 a.u.
- Energy above the lowest of the compared OMol25 structures with the same formula, charge and spin: 0.00 kcal/mol
- HOMO level (alpha / beta): -13.56 / -13.56 eV
- Spin multiplicity: 5
- Expectation value of S²: 6.020
- HOMO-LUMO gap (alpha / beta): 7.470 / 4.974 eV

Last column: Löwdin spin population.
CARTESIAN COORDINATES (ANGSTROEM)
Ru 0.464561 -1.109399 -0.980405  3.03
C 4.060345 0.476520 -3.169014  0.01
C 3.051057 0.666810 -2.228944  0.01
N 2.489945 -0.502036 -1.921580  0.15
N 3.097940 -1.449919 -2.668219  0.01
C 4.051082 -0.883505 -3.421719  0.01
B 2.617868 -2.901254 -2.568421  0.00
N 1.162845 -2.994194 -3.126228  0.01
C 0.666700 -3.757281 -4.095221  0.05
C -0.722290 -3.640329 -4.112129  0.02
C -1.018537 -2.765074 -3.091307  0.02
N 0.130161 -2.373371 -2.499309  0.05
N 2.525113 -3.286738 -1.069508  0.00
C 3.252256 -4.170072 -0.381150  0.02
C 2.900023 -4.100018 0.958753  0.01
C 1.923813 -3.119327 1.013194  0.01
N 1.703863 -2.629828 -0.215586  0.02
H 4.710403 1.216117 -3.601190  0.00
H 2.710725 1.576755 -1.760532  0.00
H 4.652046 -1.482144 -4.086123  0.00
H 3.324722 -3.649691 -3.164817  0.00
H 1.328203 -4.342268 -4.713280  0.00
H -1.407293 -4.120829 -4.787480  0.00
H -1.961996 -2.364207 -2.760904  0.00
H 3.968370 -4.794922 -0.888988  0.00
H 3.296813 -4.680864 1.772081  0.00
H 1.382417 -2.738030 1.862849  0.00
C -2.767613 -4.173085 0.604858  0.01
S -1.510614 -3.098339 1.274375  0.02
C -2.501164 -2.180694 2.442513  0.01
O -1.229386 -2.109542 0.136827  0.13
H -3.588271 -3.569251 0.221066  0.00
H -3.106371 -4.845362 1.392848  0.00
H -2.300622 -4.749166 -0.191482  0.00
H -2.858636 -2.875576 3.202922  0.00
H -3.334976 -1.709307 1.923962  0.00
H -1.855011 -1.440951 2.914044  0.00
C -1.312530 1.264657 0.902513  0.00
C 0.097068 0.975145 1.274094  0.02
N 0.881511 0.063919 0.691312  0.02
C 2.133280 0.137240 1.290614  0.00
C 2.084976 1.082599 2.251047  0.01
N 0.801057 1.598779 2.228022  0.01
C 0.351646 2.637937 3.169103  0.00
N 0.342870 2.137878 4.497390  0.00
N 1.483529 2.233678 5.247190  0.00
N 1.326815 1.598007 6.331109  0.00
C 0.063034 1.033984 6.341771  0.00
C -0.573406 0.257796 7.312035  0.00
C -1.854370 -0.162359 7.034868  0.00
C -2.497246 0.185011 5.830134  0.00
C -1.881001 0.952487 4.863943  0.00
C -0.579322 1.368933 5.151283  0.00
H -1.777794 0.374656 0.482862  0.00
H -1.349513 2.046400 0.140915  0.00
H -1.892523 1.591068 1.763195  0.00
H 2.950528 -0.485146 0.975009  0.00
H 2.819957 1.436097 2.954757  0.00
H -0.634445 2.985132 2.872766  0.00
H 1.058261 3.463465 3.120787  0.00
H -0.075322 0.011728 8.239366  0.00
H -2.392841 -0.757137 7.759475  0.00
H -3.516872 -0.143293 5.673360  0.00
H -2.405431 1.249859 3.964174  0.00
C -1.514187 6.580611 -3.565829  0.00
C -1.383532 5.090023 -3.466708  0.00
C -0.307576 4.421382 -4.045566  0.00
C -0.196015 3.042394 -3.971162  0.00
C -1.181528 2.330691 -3.303140  0.00
C -2.274317 2.967234 -2.721485  0.00
C -2.363196 4.341876 -2.803968  0.00
S -1.063174 0.597425 -3.232287  0.01
O -2.347377 -0.001563 -3.046361  0.02
O -0.153739 0.113487 -4.218210  0.02
O -0.306530 0.400719 -1.799317  0.27
H -0.680534 7.019082 -4.109923  0.00
H -1.550785 7.032183 -2.573579  0.00
H -2.436864 6.850427 -4.080993  0.00
H 0.446619 4.985855 -4.578362  0.00
H 0.628643 2.522244 -4.438958  0.00
H -3.059322 2.388456 -2.251576  0.00
H -3.216994 4.849326 -2.372427  0.00

Cartesian forces (eV/Å) of the 6 atoms listed first:
0.670 -0.024 0.186
-0.022 -0.011 0.013
0.051 0.029 -0.047
-0.268 -0.091 -0.049
0.111 -0.020 0.138
-0.049 -0.026 -0.020


A 2-piece molecular cluster, C29H34BN2O5 overall at a distorted geometry. Source: the OMol25 dataset; level of theory: ωB97M-V/def2-TZVPD.

Output
- Charge: +1
- Calculated total energy: -1635.64616 a.u.
- HOMO level: -11.07 eV
- HOMO-LUMO gap: 5.868 eV

Last column: Löwdin charge in e.
CARTESIAN COORDINATES (ANGSTROEM)
C -3.791688 1.778355 1.914378  -0.13
C -4.877102 0.584072 1.653033  -0.23
C -4.113469 -0.792907 2.057566  -0.23
C -4.491803 -2.047590 1.124295  -0.20
C -3.080523 -2.779055 0.750184  -0.21
C -3.322081 -4.171789 -0.028437  -0.16
C -2.010699 -5.096682 -0.144447  -0.12
N -0.715668 -4.360825 -0.012504  -0.04
C 0.015031 -4.517354 1.234462  0.05
C 1.366191 -3.841667 1.556826  0.07
C 2.029826 -2.925165 0.451561  0.01
C 3.434209 -2.241359 0.767151  -0.31
O 3.804224 -1.119620 0.360198  0.05
O 4.351335 -2.985465 1.578142  0.08
C 1.230579 -2.755756 -0.866120  0.12
C -0.133977 -3.509544 -1.019515  0.05
B -0.933224 -3.241350 -2.448641  -0.45
O -0.711044 -4.174153 -3.525800  0.10
N -1.780307 -2.018296 -2.492385  -0.15
C -1.028796 -0.803481 -2.938387  -0.07
C -3.063254 -2.219504 -3.240279  -0.07
H -3.126383 1.398879 2.782308  0.07
H -3.088191 1.899701 1.014684  0.08
H -4.316766 2.752324 2.209332  0.07
H -5.763000 0.678858 2.386283  0.11
H -5.211078 0.570140 0.555850  0.10
H -2.988205 -0.580913 1.882180  0.09
H -4.214449 -1.063977 3.163221  0.12
H -5.122399 -2.810107 1.727147  0.12
H -5.066462 -1.775486 0.171022  0.11
H -2.570173 -2.972240 1.766843  0.12
H -2.443066 -2.059751 0.120020  0.11
H -3.843601 -4.002686 -1.048516  0.11
H -4.098777 -4.757667 0.601307  0.13
H -2.068897 -5.867332 0.713885  0.14
H -2.070666 -5.702888 -1.122230  0.15
H -0.459465 -5.161068 2.042782  0.14
H 1.912468 -3.986425 2.544604  0.12
H 4.071108 -3.929454 1.627843  0.11
H 1.656986 -2.099754 -1.693885  0.14
H -1.455936 -4.821000 -3.582767  0.12
H -1.670434 0.144215 -2.771377  0.12
H -0.612545 -0.855273 -4.001055  0.11
H -0.131183 -0.688640 -2.214367  0.09
H -3.087817 -3.136250 -3.920293  0.10
H -3.333271 -1.237478 -3.787825  0.11
H -3.891476 -2.342324 -2.437224  0.08
C 1.692285 7.742011 0.542709  -0.05
C 0.633279 6.887727 0.842294  -0.06
C 0.831657 5.511403 0.857855  0.00
C 2.089124 4.983906 0.561543  -0.09
C 3.143312 5.838493 0.237744  -0.08
C 2.945223 7.220086 0.240138  0.01
C 4.469667 5.290026 -0.126860  -0.28
O 5.391822 6.035944 -0.406302  0.11
C 4.655111 3.821793 -0.155007  -0.08
C 5.882063 3.288331 -0.552178  0.01
C 6.069399 1.909547 -0.568953  -0.04
C 5.035995 1.058054 -0.180347  -0.06
C 3.809930 1.587477 0.210704  0.00
C 3.614671 2.969614 0.214610  -0.08
C 2.295050 3.518759 0.598143  -0.28
O 1.387242 2.774056 0.934322  0.08
H 1.538956 8.816455 0.539717  0.11
H -0.347341 7.295507 1.066003  0.11
H 0.003902 4.851158 1.097130  0.12
H 3.764913 7.890614 0.002219  0.12
H 6.692771 3.944718 -0.853099  0.12
H 7.023045 1.497274 -0.883312  0.11
H 5.186500 -0.009744 -0.187533  0.08
H 3.007342 0.922522 0.507407  0.10

Cartesian forces (eV/Å) of the 6 atoms listed first:
-0.355 -0.916 0.400
1.006 -0.182 1.147
0.335 0.289 -1.315
0.875 -0.810 0.569
-0.902 -0.121 -0.008
-0.637 0.468 0.628


C29H34BaCl3FI2N4O3 as an isolated structure. Source: the OMol25 dataset; level of theory: ωB97M-V/def2-TZVPD.

Output
- Charge: +2
- Calculated total energy: -3671.18098 a.u.
- Energy above the lowest of the compared OMol25 structures with the same formula, charge and spin: 11.21 kcal/mol
- HOMO level: -12.76 eV
- HOMO-LUMO gap: 8.067 eV

Last column: Löwdin charge in e.
CARTESIAN COORDINATES (ANGSTROEM)
Ba -0.436098 -0.048935 0.221795  1.77
C 1.264658 -5.226107 -0.020183  -0.07
C 1.869283 -4.040652 -0.762581  -0.36
C 1.117316 -3.782961 -2.070735  -0.09
C 1.981234 -2.783090 0.083042  -0.21
C 1.471214 -2.692435 1.376526  -0.07
C 1.712181 -1.578321 2.177684  -0.10
C 2.471916 -0.505775 1.717724  -0.34
C 2.832616 0.641868 2.620051  -0.05
C 2.937131 -0.567708 0.401513  -0.08
C 2.697365 -1.679585 -0.394365  -0.06
H 1.266613 -6.104081 -0.665812  0.09
H 0.229015 -5.029788 0.264785  0.03
H 1.825249 -5.476221 0.880859  0.09
H 2.896189 -4.311502 -1.029705  0.15
H 0.085220 -3.479822 -1.875629  0.04
H 1.094382 -4.689261 -2.676726  0.09
H 1.605863 -3.009417 -2.665265  0.03
H 0.906287 -3.514940 1.795110  0.11
H 1.329920 -1.559719 3.192846  0.12
H 3.789782 0.444442 3.106813  0.10
H 2.081438 0.781744 3.396574  0.08
H 2.927775 1.571251 2.058672  0.08
H 3.523078 0.253978 0.005990  0.12
H 3.113381 -1.701483 -1.395225  0.12
I 0.268899 -0.360354 -3.292208  0.81
C 0.017135 1.751052 -3.179508  -1.13
I 1.374324 2.628513 -1.806107  0.80
H -0.985276 1.948968 -2.817580  -0.05
H 0.195929 2.166239 -4.162451  -0.03
C -4.392577 5.733858 4.287593  -0.06
C -3.660433 6.032762 2.988793  -0.18
N -2.628046 5.035327 2.678491  -0.03
C -2.941777 4.017465 1.839706  0.05
C -2.095726 3.011308 1.528144  -0.04
C -2.368689 1.825860 0.639399  -0.78
O -2.024532 1.907834 -0.564472  -0.16
O -2.667726 0.757069 1.227777  -0.15
C -0.776820 2.964877 2.079008  -0.31
O 0.046581 2.060194 1.814089  -0.16
C -0.450422 4.054922 2.992032  -0.04
C 0.812213 4.101527 3.590444  0.10
C 1.134642 5.110594 4.446151  -0.19
F 2.378518 5.152375 4.965046  0.08
C 0.214048 6.119302 4.783307  -0.14
C -1.035151 6.072024 4.194476  0.06
C -1.382979 5.064238 3.281231  -0.11
N 0.501445 7.165319 5.695422  -0.10
C 0.399437 8.543142 5.237655  -0.12
C -0.287545 9.359194 6.339125  -0.07
N 0.000220 8.688462 7.660397  0.06
C 1.410798 8.177291 7.705803  -0.07
C 1.543444 7.016266 6.706854  -0.13
H -5.149088 6.495528 4.473045  0.09
H -3.709962 5.706684 5.137463  0.07
H -4.892339 4.767163 4.228679  0.09
H -3.196904 7.018868 2.998069  0.12
H -4.356337 6.031606 2.152247  0.13
H -3.939814 4.057711 1.422578  0.16
H 1.538434 3.337128 3.347813  0.13
H -1.757995 6.821979 4.481965  0.11
H -0.187165 8.601290 4.325093  0.13
H 1.390061 8.955679 5.012307  0.14
H -1.369512 9.378429 6.225695  0.14
H 0.085040 10.379895 6.397282  0.14
H -0.631518 7.891972 7.758470  0.18
H -0.182889 9.328357 8.433150  0.19
H 1.637220 7.865859 8.722446  0.14
H 2.048030 9.021603 7.450727  0.14
H 1.408575 6.061282 7.212639  0.14
H 2.556674 7.041371 6.300366  0.13
Cl -2.396993 -5.930478 1.276131  0.67
C -2.846931 -4.998688 -0.147223  -1.63
Cl -2.256196 -5.769447 -1.619919  0.66
Cl -4.585575 -4.745597 -0.220767  0.67
C -2.192510 -3.677781 -0.045222  -0.37
N -1.685417 -2.654395 0.028498  0.12

Cartesian forces (eV/Å) of the 6 atoms listed first:
0.662 -0.659 -0.085
0.011 0.013 -0.045
0.000 0.019 -0.019
0.024 -0.015 -0.012
0.067 0.037 0.049
-0.068 -0.025 0.036